Entry from the OMol25 dataset: a 8-piece molecular cluster, C23H59N7O9 overall in a non-equilibrium geometry (ωB97M-V/def2-TZVPD).

The geometry in XYZ format:
```
98
Properties=species:S:1:pos:R:3:lowdin_charge:R:1
C 2.450 4.721 -4.598 0.042
C 1.510 3.726 -5.246 -0.382
O 0.570 3.238 -4.733 0.192
N 1.694 3.447 -6.750 0.086
H 2.655 3.709 -7.020 0.184
H 1.569 2.459 -6.963 0.182
C 0.807 4.235 -7.683 0.013
H 2.200 4.900 -3.583 0.087
H 2.625 5.599 -5.255 0.119
H 3.444 4.233 -4.455 0.112
H 1.288 5.196 -7.916 0.114
H -0.228 4.334 -7.286 0.117
H 0.649 3.712 -8.677 0.133
C 2.806 3.577 7.114 0.025
C 1.620 3.676 7.959 -0.398
O 1.147 2.853 8.614 0.217
N 0.821 5.062 7.899 0.123
H 1.410 5.843 7.948 0.150
H 0.432 5.121 6.974 0.168
C -0.254 5.073 8.995 0.025
H 2.874 2.485 6.755 0.143
H 3.666 3.690 7.806 0.132
H 2.907 4.283 6.320 0.083
H 0.118 4.933 9.982 0.098
H -1.015 4.254 8.897 0.123
H -0.810 6.012 8.910 0.111
C 2.414 -5.892 6.654 0.038
C 0.904 -5.744 6.787 -0.353
O 0.017 -5.390 6.144 0.231
N 0.543 -6.203 8.265 0.047
H 1.100 -5.547 8.784 0.156
H -0.393 -5.826 8.518 0.194
C 0.640 -7.583 8.740 0.007
H 2.751 -5.071 6.035 0.094
H 2.615 -6.880 6.234 0.114
H 2.976 -5.800 7.618 0.119
H 1.609 -8.048 8.454 0.125
H -0.117 -8.180 8.292 0.099
H 0.360 -7.643 9.804 0.130
C -7.201 5.594 -10.403 0.049
C -8.459 5.272 -9.675 -0.349
O -9.540 5.034 -10.056 0.235
N -8.326 5.169 -8.094 0.107
H -8.935 5.893 -7.754 0.175
H -8.869 4.343 -7.930 0.157
C -6.913 5.015 -7.481 0.028
H -6.778 4.642 -10.628 0.106
H -6.432 6.031 -9.724 0.096
H -7.387 6.202 -11.240 0.103
H -6.442 5.935 -7.663 0.070
H -6.428 4.204 -8.032 0.107
H -6.922 4.770 -6.399 0.114
C 4.981 -2.026 1.111 0.033
C 5.872 -3.125 0.622 -0.380
O 7.021 -3.080 0.460 0.230
N 4.965 -4.304 0.142 0.066
H 4.324 -4.695 0.789 0.158
H 4.294 -3.747 -0.429 0.059
C 5.766 -5.391 -0.545 0.027
H 5.653 -1.206 1.164 0.095
H 4.545 -2.254 2.082 0.110
H 4.233 -1.907 0.388 0.036
H 6.535 -5.794 0.124 0.115
H 6.210 -5.032 -1.497 0.120
H 5.020 -6.097 -0.850 0.090
C -6.507 -1.571 1.852 0.025
C -6.672 -2.998 1.524 -0.369
O -5.902 -3.901 1.604 0.191
N -8.156 -3.393 1.268 0.097
H -8.754 -3.098 2.052 0.197
H -8.530 -2.870 0.499 0.167
C -8.255 -4.859 0.956 0.024
H -5.487 -1.305 1.947 0.084
H -6.885 -1.462 2.844 0.103
H -6.926 -0.839 1.056 0.147
H -7.752 -5.166 0.045 0.118
H -9.269 -5.182 0.959 0.105
H -7.740 -5.351 1.785 0.110
C 3.428 2.139 0.943 0.026
C 3.881 1.305 -0.261 -0.534
O 3.497 0.206 -0.547 0.010
N 4.737 1.921 -1.107 -0.002
H 5.165 2.791 -0.803 0.147
H 2.747 -1.107 -1.566 0.139
C 5.310 1.245 -2.244 -0.039
H 2.729 2.872 0.652 0.065
H 4.358 2.639 1.282 0.098
H 2.959 1.458 1.664 0.088
H 6.203 0.774 -1.835 0.101
H 5.484 1.946 -3.029 0.077
H 4.581 0.444 -2.500 0.087
C 2.542 -3.601 -3.623 0.029
C 2.896 -2.762 -2.518 -0.529
O 3.346 -3.178 -1.441 0.022
O 2.458 -1.520 -2.488 0.106
H 2.863 -3.197 -4.582 0.107
H 1.460 -3.781 -3.659 0.120
H 3.027 -4.612 -3.552 0.123
```

Values from the calculation:
- LUMO level: -9.98 eV
- Net charge: +6

=====

Entry from the OMol25 dataset: a 3-piece molecular cluster, C23H60IN7O8P4S2 overall in a non-equilibrium geometry (ωB97M-V/def2-TZVPD).

The geometry in XYZ format:
```
105
Properties=species:S:1:pos:R:3:lowdin_charge:R:1
C 7.846 4.690 -0.195 -0.115
C 6.899 3.720 -0.907 -0.265
C 6.729 2.387 -0.169 -0.196
C 6.317 1.213 -1.078 -0.194
N 4.929 0.776 -0.811 -0.019
C 4.816 -0.605 -0.367 -0.402
C 5.450 -0.693 1.038 -0.688
I 7.242 -1.890 1.013 0.935
O 4.636 -1.288 2.039 -0.308
S 3.215 -0.589 2.231 0.544
O 2.545 -1.377 3.212 -0.299
O 3.344 0.797 2.562 -0.276
C 2.370 -0.820 0.605 -0.792
S 1.200 -2.197 0.839 0.830
P 1.287 0.741 0.392 0.969
C -0.038 0.206 -0.777 -0.285
C 2.160 2.087 -0.489 -0.429
C 1.180 3.272 -0.631 -0.158
C 3.396 -1.185 -0.522 -0.583
O 2.804 -0.781 -1.743 -0.071
P 3.715 -3.085 -0.820 0.885
O 3.905 -3.758 0.649 -0.290
O 2.374 -3.652 -1.555 -0.298
H 8.701 4.170 0.240 0.067
H 8.256 5.424 -0.889 0.066
H 7.345 5.233 0.606 0.071
H 5.926 4.219 -0.953 0.104
H 7.207 3.581 -1.945 0.098
H 7.621 2.161 0.421 0.105
H 5.925 2.527 0.557 0.107
H 6.331 1.587 -2.105 0.112
H 7.033 0.390 -1.042 0.080
H 4.395 0.931 -1.652 0.093
H 5.441 -1.226 -1.027 0.068
H 5.783 0.284 1.375 0.079
H 0.356 -1.823 1.811 -0.099
H 0.292 -0.547 -1.487 0.019
H -0.473 1.091 -1.237 0.039
H -0.806 -0.222 -0.138 0.007
H 3.051 2.418 0.040 0.064
H 2.487 1.811 -1.493 0.063
H 1.734 4.172 -0.888 0.069
H 0.676 3.429 0.325 0.056
H 0.431 3.065 -1.391 0.056
H 3.424 -1.019 -2.450 0.108
H 3.284 -4.468 0.856 0.068
H 1.743 -4.097 -0.970 0.031
O -4.246 -0.553 -2.716 -0.291
P -4.190 -1.961 -3.196 0.631
N -2.574 -2.412 -2.907 -0.323
C -1.477 -2.535 -3.836 -0.108
C -2.181 -2.429 -1.508 -0.128
N -4.619 -1.716 -4.843 -0.311
C -3.912 -2.277 -5.973 -0.145
C -5.164 -0.408 -5.197 -0.136
N -4.804 -3.521 -3.182 -0.312
C -4.041 -4.752 -3.092 -0.104
C -6.199 -3.710 -3.569 -0.118
H -1.022 -3.535 -3.777 0.084
H -0.694 -1.795 -3.633 0.080
H -1.782 -2.402 -4.868 0.043
H -2.703 -3.219 -0.951 0.075
H -2.400 -1.478 -1.016 0.066
H -1.113 -2.612 -1.390 0.060
H -3.039 -1.676 -6.255 0.078
H -4.572 -2.319 -6.845 0.081
H -3.593 -3.305 -5.787 0.072
H -4.381 0.351 -5.316 0.084
H -5.866 -0.063 -4.445 0.069
H -5.715 -0.491 -6.138 0.078
H -3.545 -4.991 -4.038 0.080
H -4.707 -5.581 -2.845 0.082
H -3.296 -4.724 -2.301 0.064
H -6.284 -3.957 -4.631 0.084
H -6.780 -2.808 -3.384 0.079
H -6.659 -4.512 -2.987 0.078
O -2.840 -0.671 3.338 -0.298
P -2.879 0.653 4.022 0.630
N -3.269 1.727 2.758 -0.331
C -2.406 2.633 2.036 -0.117
C -4.573 1.524 2.150 -0.125
N -1.267 0.731 4.595 -0.299
C -0.382 1.871 4.450 -0.129
C -0.493 -0.501 4.531 -0.129
N -3.457 1.631 5.258 -0.313
C -3.957 2.986 5.129 -0.106
C -3.192 1.220 6.633 -0.119
H -2.795 3.660 2.075 0.083
H -2.314 2.344 0.982 0.080
H -1.402 2.671 2.444 0.038
H -5.389 1.757 2.847 0.068
H -4.706 0.491 1.814 0.076
H -4.698 2.169 1.281 0.083
H 0.111 1.887 3.470 0.062
H 0.406 1.832 5.208 0.085
H -0.905 2.818 4.607 0.073
H -0.113 -0.679 3.520 0.047
H -1.088 -1.355 4.842 0.074
H 0.360 -0.459 5.213 0.086
H -3.144 3.705 4.984 0.080
H -4.495 3.269 6.036 0.081
H -4.670 3.093 4.316 0.064
H -2.287 1.697 7.020 0.084
H -3.059 0.142 6.699 0.078
H -4.029 1.481 7.285 0.077
```

Values from the calculation:
- LUMO level: 0.19 eV
- ΔE to the lowest compared entry with this formula, charge and spin: 32.46 kcal/mol
- SMILES string: CCCCN[C@H]1[C@H](I)OS(=O)(=O)[C@@](S)(P(C)CC)[C@]1(O)P(O)O.CN(C)P(=O)(N(C)C)N(C)C.CN(C)P(=O)(N(C)C)N(C)C

=====

For reference, energy by record: -53606.53438; -118559.27107 eV.
For reference, HOMO level by record: -19.397; -7.926 eV.
For reference, molecular weight by record: 577.77; 877.71 g/mol.